(1)
Below is a 16-piece molecular cluster, C29H56Cl30N3O2 overall, with properties calculated with ωB97M-V/def2-TZVPD.

Calculated values
**HOMO-LUMO gap**: 9.48 eV
**LUMO energy**: -2.22 eV

The geometry in ORCA input format:
```
! RIJCOSX wB97M-V def2-TZVPD def2/J DEFGRID3
* xyz 1 1
C 4.9889 -4.3161 0.0673
C 3.8324 -3.9963 0.0325
C 2.4190 -3.6809 -0.1834
C 2.1314 -2.8479 -1.4605
C 1.0659 -3.5540 -2.3308
C -0.2572 -3.9366 -1.6621
C -1.3714 -2.8842 -1.7053
C -2.5433 -3.3095 -0.7872
C -3.9347 -3.1352 -1.4051
O -4.7135 -2.1221 -0.7471
C -4.5303 -0.8727 -1.2312
C -5.7557 -0.0102 -1.1498
O -3.4743 -0.4999 -1.6800
N 3.3622 -2.7407 -2.3335
C 4.3478 -1.6515 -1.9751
C 4.0370 -0.9470 -0.6625
N 2.6333 -0.6162 -0.4166
C 1.6296 -1.4280 -1.1257
N 1.1030 -0.7605 -2.3102
H 6.0430 -4.4511 0.1614
H 2.0402 -3.1307 0.6816
H 1.8752 -4.6251 -0.2218
H 1.5421 -4.4924 -2.6552
H 0.8890 -2.9760 -3.2391
H -0.1362 -4.2579 -0.6247
H -0.6311 -4.8105 -2.2023
H -1.0139 -1.9139 -1.3736
H -1.7669 -2.7708 -2.7149
H -2.4200 -4.3737 -0.5579
H -2.4849 -2.7906 0.1660
H -3.8608 -2.9209 -2.4718
H -4.5126 -4.0510 -1.2935
H -6.4769 -0.4022 -0.4397
H -5.4355 0.9810 -0.8321
H -6.1955 0.0807 -2.1429
H 3.0022 -2.5517 -3.2717
H 3.8377 -3.6428 -2.4006
H 5.3262 -2.1178 -1.8592
H 4.4473 -0.9870 -2.8310
H 4.5846 -0.0069 -0.7087
H 4.4583 -1.5022 0.1744
H 2.5092 0.3491 -0.6915
H 0.7988 -1.5853 -0.4373
H 1.8460 -0.6013 -2.9859
H 0.7234 0.1446 -2.0581
C -0.2659 -3.3513 3.1278
Cl -0.2713 -2.0136 1.9641
Cl 1.3717 -3.9478 3.4417
H -0.6881 -2.9888 4.0574
H -0.8510 -4.1677 2.7340
C 2.4096 -3.6744 7.1313
Cl 1.9254 -2.2074 7.9872
Cl 1.5816 -5.1145 7.7360
H 2.1599 -3.5563 6.0838
H 3.4767 -3.8103 7.2610
C 2.4396 0.6009 3.6942
Cl 0.8463 1.3652 3.6543
Cl 2.4717 -0.8318 4.7290
H 2.6976 0.2970 2.6853
H 3.1578 1.3144 4.0823
C 6.4243 2.4916 -1.5496
Cl 4.9997 2.5033 -0.4881
Cl 7.1673 0.8892 -1.6576
H 6.1142 2.7940 -2.5424
H 7.1419 3.1888 -1.1333
C 10.1368 4.6610 -0.9171
Cl 8.4480 5.2114 -0.8954
Cl 10.3383 3.1558 -0.0217
H 10.4243 4.4972 -1.9483
H 10.7469 5.4306 -0.4606
C 3.0501 0.7149 -6.1645
Cl 1.3854 1.2592 -6.1472
Cl 3.2947 -0.7003 -5.1004
H 3.3192 0.4171 -7.1714
H 3.6904 1.5116 -5.8067
C -7.6523 2.2667 1.8862
Cl -8.2908 1.6853 0.3415
Cl -5.9665 2.7926 1.7434
H -8.2488 3.1083 2.2090
H -7.7045 1.4584 2.6050
C -4.2591 -4.9009 3.2994
Cl -4.2224 -3.6451 2.0587
Cl -2.6238 -5.4189 3.7373
H -4.7546 -4.5167 4.1825
H -4.7869 -5.7603 2.9045
C 5.8009 5.7146 1.8053
Cl 6.4147 5.4310 3.4390
Cl 5.0513 7.2979 1.6214
H 6.6341 5.6441 1.1179
H 5.0581 4.9566 1.5851
C 6.9947 2.2100 5.5004
Cl 5.4212 1.8981 6.2417
Cl 7.6242 0.7922 4.6487
H 6.8855 3.0178 4.7883
H 7.6930 2.4803 6.2830
C -0.3727 -0.2504 -9.5932
Cl -0.7629 -0.9517 -11.1617
Cl 1.3065 0.3118 -9.5134
H -1.0216 0.5996 -9.4209
H -0.5145 -1.0062 -8.8302
C -6.7138 6.2815 2.2972
Cl -6.4718 7.9775 2.7209
Cl -8.0709 5.5625 3.1809
H -6.9254 6.2154 1.2370
H -5.8176 5.7277 2.5469
C 1.3621 7.9848 -0.1730
Cl 2.0034 9.1535 -1.3297
Cl 2.0274 6.3644 -0.4269
H 1.6276 8.3066 0.8268
H 0.2867 7.9342 -0.2911
C -10.3537 -0.9203 -1.1820
Cl -11.8552 -1.2642 -0.3107
Cl -9.5908 -2.3862 -1.8059
H -10.5863 -0.2692 -2.0160
H -9.6677 -0.4421 -0.4944
C -11.5718 1.0024 2.6506
Cl -11.0846 2.5892 2.0382
Cl -10.2454 0.1734 3.4821
H -12.3838 1.1396 3.3536
H -11.8714 0.3895 1.8090
*
```

These are the Löwdin partial charges, in e, on atoms 1 to 99: number 1, C, carries 0.1414; number 2, C, carries -0.1262; number 3, C, carries -0.1070; number 4, C, carries -0.3337; number 5, C, carries -0.1284; number 6, C, carries -0.1759; number 7, C, carries -0.1936; number 8, C, carries -0.2008; number 9, C, carries -0.1686; number 10, O, carries -0.0450; number 11, C, carries -0.5198; number 12, C, carries -0.0042; number 13, O, carries 0.1101; number 14, N, carries 0.1180; number 15, C, carries -0.1160; number 16, C, carries -0.2041; number 17, N, carries 0.0282; number 18, C, carries -0.3561; number 19, N, carries 0.0952; number 20, H, carries 0.0493; number 21, H, carries 0.0783; number 22, H, carries 0.1273; number 23, H, carries 0.1296; number 24, H, carries 0.1177; number 25, H, carries 0.1033; number 26, H, carries 0.1250; number 27, H, carries 0.0806; number 28, H, carries 0.1147; number 29, H, carries 0.1048; number 30, H, carries 0.0473; number 31, H, carries 0.1241; number 32, H, carries 0.1214; number 33, H, carries 0.0553; number 34, H, carries 0.0637; number 35, H, carries 0.0996; number 36, H, carries 0.1047; number 37, H, carries 0.1714; number 38, H, carries 0.1233; number 39, H, carries 0.0600; number 40, H, carries 0.0267; number 41, H, carries 0.1094; number 42, H, carries 0.0995; number 43, H, carries 0.0816; number 44, H, carries 0.0105; number 45, H, carries 0.1014; number 46, C, carries -1.0054; number 47, Cl, carries 0.5780; number 48, Cl, carries 0.5402; number 49, H, carries 0.0324; number 50, H, carries -0.0661; number 51, C, carries -1.0496; number 52, Cl, carries 0.4983; number 53, Cl, carries 0.5071; number 54, H, carries -0.0544; number 55, H, carries 0.0287; number 56, C, carries -1.0174; number 57, Cl, carries 0.5045; number 58, Cl, carries 0.4993; number 59, H, carries 0.0066; number 60, H, carries 0.0000; number 61, C, carries -0.9896; number 62, Cl, carries 0.5487; number 63, Cl, carries 0.5343; number 64, H, carries 0.0315; number 65, H, carries -0.0735; number 66, C, carries -0.9774; number 67, Cl, carries 0.5658; number 68, Cl, carries 0.5265; number 69, H, carries 0.0296; number 70, H, carries 0.0303; number 71, C, carries -0.9722; number 72, Cl, carries 0.5361; number 73, Cl, carries 0.5740; number 74, H, carries 0.0121; number 75, H, carries 0.0319; number 76, C, carries -1.0200; number 77, Cl, carries 0.5417; number 78, Cl, carries 0.5347; number 79, H, carries -0.0645; number 80, H, carries 0.0048; number 81, C, carries -0.9651; number 82, Cl, carries 0.6043; number 83, Cl, carries 0.5749; number 84, H, carries 0.0319; number 85, H, carries 0.0291; number 86, C, carries -1.0378; number 87, Cl, carries 0.5389; number 88, Cl, carries 0.5184; number 89, H, carries -0.0380; number 90, H, carries 0.0024; number 91, C, carries -1.0263; number 92, Cl, carries 0.5138; number 93, Cl, carries 0.4956; number 94, H, carries -0.0375; number 95, H, carries 0.0277; number 96, C, carries -1.0271; number 97, Cl, carries 0.5239; number 98, Cl, carries 0.4894; number 99, H, carries 0.0267



(2)
Below is a 2-piece molecular cluster, C29H56FN6O7S overall, with properties calculated with ωB97M-V/def2-TZVPD.

Calculated values
**HOMO-LUMO gap**: 6.95 eV
**LUMO energy**: -3.04 eV

The geometry in ORCA input format:
```
! RIJCOSX wB97M-V def2-TZVPD def2/J DEFGRID3
* xyz 1 1
C -4.0456 -5.2829 2.5035
C -3.9664 -6.5745 1.4941
O -2.9733 -6.4289 0.4158
C -1.6062 -6.7266 0.8708
C -0.7233 -5.3703 1.2594
C -0.9308 -4.1625 0.1408
C -0.5179 -2.6596 0.7485
C -1.5069 -1.4585 0.2848
N -1.0337 -0.6020 -0.8907
C -1.0198 -1.5792 -2.0575
O -1.0487 -0.9953 -3.3926
O -1.7510 -1.8461 -4.1263
C -2.0725 0.5310 -1.0624
N -3.4695 0.0410 -1.3344
C -4.0066 0.4501 -2.6833
C -4.4466 0.2204 -0.2083
C -5.6280 1.4086 -0.1909
O -4.5285 -0.5807 0.8927
C -1.9450 1.7040 0.0936
C -2.6874 3.0810 -0.5074
C -1.5558 3.9980 -1.3306
O -2.2692 4.9317 -2.2520
N -0.5018 2.1809 0.3260
S -0.6076 3.0294 1.8896
C 0.4452 1.0456 0.5960
F 0.3675 0.4336 1.9349
N 1.8608 1.6608 0.5177
C 2.5949 1.3076 1.6319
C 2.7061 2.3040 2.9709
C 3.4841 -0.1030 1.7530
C 0.3538 0.0133 -0.6766
O 0.8013 0.8374 -1.8502
C 1.8442 0.1538 -2.6203
C 3.3860 0.6712 -2.3034
N 4.0067 1.1463 -3.6345
C 3.4958 2.5520 -3.9264
C 2.7631 2.7075 -5.3957
C 1.1032 2.8599 -5.2636
O 3.2139 4.0329 -5.9365
H -4.6078 -5.6340 3.4962
H -3.0099 -4.8624 2.8527
H -4.6062 -4.3948 1.9586
H -3.8435 -7.6111 2.0572
H -5.0307 -6.6405 0.9586
H -1.0636 -7.2648 -0.0442
H -1.6689 -7.5062 1.7462
H -0.8909 -5.0160 2.3640
H 0.4118 -5.7154 1.1944
H -0.1088 -4.3738 -0.6973
H -2.0204 -4.0983 -0.2842
H 0.6210 -2.5239 0.5731
H -0.6575 -2.7815 1.9285
H -1.7564 -0.8177 1.2549
H -2.5381 -2.0002 0.0171
H -1.8567 -2.4023 -2.0101
H 0.0120 -2.1720 -1.9620
H -1.1565 -2.0502 -4.9215
H -1.7663 1.1094 -2.0647
H -4.8887 -0.3134 -2.9367
H -4.4898 1.5168 -2.7312
H -3.2540 0.3739 -3.5743
H -6.5358 1.0280 0.4854
H -6.0860 1.6133 -1.2468
H -5.2468 2.3959 0.3614
H -2.3388 1.3966 1.1498
H -3.0691 3.7313 0.4046
H -3.5136 2.8402 -1.3016
H -0.8745 3.3213 -2.0347
H -0.8726 4.6218 -0.6136
H -2.5176 4.3393 -3.0365
H -1.2266 2.2147 2.8505
H 1.7553 2.0154 3.6324
H 3.7091 2.1686 3.5590
H 2.5520 3.3980 2.5561
H 4.5483 0.2162 2.1508
H 3.6557 -0.6129 0.6924
H 3.0193 -0.8567 2.5425
H 1.2089 -0.7710 -0.5348
H 1.7505 -1.0364 -2.6223
H 1.6537 0.4545 -3.7612
H 4.0796 -0.2010 -1.9351
H 3.4434 1.5957 -1.5893
H 5.0478 1.1713 -3.5719
H 2.7423 2.9672 -3.1312
H 4.4139 3.3103 -3.9327
H 3.0399 1.8729 -6.1686
H 0.7534 3.9933 -5.3953
H 0.6950 2.5161 -4.2203
H 0.5518 2.2598 -6.1079
H 2.9730 4.7620 -5.2622
N 6.0363 1.5699 6.2414
C 5.9556 2.7793 6.8814
C 4.7087 2.8732 7.4582
C 4.0151 1.6759 7.1606
C 4.8594 0.8880 6.4107
H 6.8389 1.2330 5.7258
H 6.7895 3.4683 6.8702
H 4.3391 3.7129 8.0324
H 3.0084 1.4161 7.4615
H 4.7234 -0.0964 5.9831
*
```

These are the Löwdin partial charges, in e, on atoms 1 to 99: number 1, C, carries -0.0991; number 2, C, carries -0.2480; number 3, O, carries -0.2427; number 4, C, carries -0.1957; number 5, C, carries -0.1690; number 6, C, carries -0.1814; number 7, C, carries -0.1552; number 8, C, carries -0.1166; number 9, N, carries -0.1013; number 10, C, carries -0.0822; number 11, O, carries -0.1777; number 12, O, carries -0.0382; number 13, C, carries -0.1519; number 14, N, carries -0.0758; number 15, C, carries -0.0769; number 16, C, carries -0.2458; number 17, C, carries -0.0281; number 18, O, carries -0.0484; number 19, C, carries -0.2609; number 20, C, carries -0.1088; number 21, C, carries -0.2133; number 22, O, carries -0.1356; number 23, N, carries -0.3282; number 24, S, carries 0.8432; number 25, C, carries -0.3904; number 26, F, carries -0.0693; number 27, N, carries 0.0598; number 28, C, carries -0.2131; number 29, C, carries -0.0538; number 30, C, carries -0.0518; number 31, C, carries -0.1221; number 32, O, carries -0.1431; number 33, C, carries -0.1478; number 34, C, carries -0.1768; number 35, N, carries -0.1107; number 36, C, carries -0.1839; number 37, C, carries -0.3137; number 38, C, carries -0.0804; number 39, O, carries -0.1543; number 40, H, carries 0.0969; number 41, H, carries 0.0567; number 42, H, carries 0.0868; number 43, H, carries 0.1289; number 44, H, carries 0.1369; number 45, H, carries 0.1405; number 46, H, carries 0.1311; number 47, H, carries 0.0957; number 48, H, carries 0.1219; number 49, H, carries 0.1193; number 50, H, carries 0.1106; number 51, H, carries 0.1098; number 52, H, carries 0.1332; number 53, H, carries 0.1541; number 54, H, carries 0.1507; number 55, H, carries 0.1737; number 56, H, carries 0.1645; number 57, H, carries 0.1701; number 58, H, carries 0.1804; number 59, H, carries 0.1339; number 60, H, carries 0.0901; number 61, H, carries 0.1085; number 62, H, carries 0.1111; number 63, H, carries 0.0796; number 64, H, carries 0.1011; number 65, H, carries 0.1162; number 66, H, carries 0.1246; number 67, H, carries 0.0963; number 68, H, carries 0.1223; number 69, H, carries 0.1250; number 70, H, carries 0.1049; number 71, H, carries -0.0662; number 72, H, carries 0.0986; number 73, H, carries 0.0784; number 74, H, carries 0.0930; number 75, H, carries 0.0885; number 76, H, carries 0.0771; number 77, H, carries 0.1028; number 78, H, carries 0.1671; number 79, H, carries 0.1354; number 80, H, carries 0.1366; number 81, H, carries 0.1197; number 82, H, carries 0.1102; number 83, H, carries 0.1064; number 84, H, carries 0.1254; number 85, H, carries 0.1404; number 86, H, carries 0.1531; number 87, H, carries 0.0979; number 88, H, carries 0.0478; number 89, H, carries 0.0798; number 90, H, carries 0.1161; number 91, N, carries -0.0046; number 92, C, carries -0.1375; number 93, C, carries -0.1118; number 94, C, carries -0.1211; number 95, C, carries -0.1610; number 96, H, carries 0.1472; number 97, H, carries 0.1085; number 98, H, carries 0.0941; number 99, H, carries 0.0907



Which formula does entry 1 have?
C29H56Cl30N3O2